{"formula": "C22H26IN4Sm", "method": "ωB97M-V/def2-TZVPD", "species": ["Sm", "C", "C", "C", "N", "C", "C", "C", "C", "C", "C", "C", "N", "C", "C", "C", "N", "C", "C", "C", "C", "C", "C", "C", "N", "C", "C", "H", "H", "H", "H", "H", "H", "H", "H", "H", "H", "H", "H", "H", "H", "H", "H", "H", "H", "H", "H", "H", "H", "H", "H", "H", "H", "I"], "positions_angstrom": [[-1.400210, -1.315108, 0.267835], [-1.075417, 2.530392, -0.451378], [-2.082599, 2.777579, 0.683607], [-2.693931, 1.524932, 1.344351], [-1.677063, 0.520869, 1.630172], [-0.757370, 0.730999, 2.555450], [-0.875389, 1.689415, 3.584630], [0.063316, 2.224522, 4.444337], [1.443758, 2.078188, 4.426811], [2.156603, 1.197011, 3.632011], [1.687434, 0.156749, 2.847367], [0.369434, -0.245514, 2.534283], [0.056883, -1.454933, 2.085292], [1.057018, -2.513138, 2.172832], [1.921846, -2.693552, 0.911703], [1.181782, -3.270566, -0.306837], [0.307301, -2.301408, -0.955016], [0.730717, -1.631058, -2.014412], [2.061989, -1.659914, -2.489487], [2.569144, -1.410720, -3.751457], [1.885942, -1.136203, -4.925845], [0.536552, -0.833211, -5.027257], [-0.375112, -0.576537, -4.020386], [-0.280910, -0.715505, -2.620385], [-1.136269, -0.207475, -1.746331], [-2.135093, 0.790819, -2.109626], [-1.646933, 2.225957, -1.842021], [-0.379358, 1.741760, -0.161069], [-0.478527, 3.439782, -0.547791], [-2.895609, 3.411268, 0.319423], [-1.563098, 3.334508, 1.467092], [-3.429074, 1.064013, 0.679829], [-3.235943, 1.829318, 2.244269], [-1.883330, 2.067842, 3.713889], [-0.327525, 2.919378, 5.179487], [2.013091, 2.719921, 5.087807], [3.236551, 1.284754, 3.682595], [2.464341, -0.463253, 2.418776], [0.520829, -3.447759, 2.362713], [1.718573, -2.339192, 3.027473], [2.741610, -3.369559, 1.168788], [2.351268, -1.730037, 0.624360], [0.557660, -4.109373, 0.018530], [1.917578, -3.671645, -1.008289], [2.798067, -1.973368, -1.758803], [3.644280, -1.519357, -3.846213], [2.459865, -1.148598, -5.844079], [0.159194, -0.696194, -6.034609], [-1.335850, -0.218394, -4.368200], [-3.039222, 0.586538, -1.526658], [-2.418860, 0.736633, -3.160469], [-2.479266, 2.905861, -2.045607], [-0.865570, 2.439870, -2.576763], [-4.145097, -2.277306, 0.023275]], "forces_ev_per_angstrom": [[-1.516, -0.541, -0.230], [-0.232, 0.068, -0.026], [0.073, -0.182, 0.012], [0.189, 0.103, -0.160], [0.367, 0.482, 0.384], [0.042, -0.070, -0.008], [-0.061, 0.083, 0.045], [0.075, -0.031, -0.182], [0.106, 0.104, 0.108], [-0.170, 0.009, 0.092], [0.075, 0.038, 0.062], [-0.058, -0.078, 0.274], [0.513, 0.148, 0.113], [0.159, 0.088, -0.175], [-0.193, -0.066, 0.020], [0.124, 0.162, 0.121], [0.547, 0.149, -0.127], [-0.053, -0.147, -0.175], [0.066, 0.003, 0.017], [-0.132, -0.007, -0.081], [0.122, -0.017, -0.120], [0.123, 0.072, 0.177], [-0.112, 0.056, -0.114], [0.072, 0.039, 0.119], [0.316, 0.016, -0.356], [0.171, 0.180, 0.169], [0.073, -0.157, 0.068], [0.104, 0.023, 0.006], [0.032, -0.015, 0.012], [-0.016, 0.038, 0.049], [-0.030, 0.060, -0.023], [-0.041, -0.024, 0.039], [-0.099, -0.061, -0.031], [0.019, 0.004, -0.012], [-0.025, 0.029, -0.027], [0.002, -0.013, -0.013], [0.009, -0.048, 0.012], [-0.031, -0.015, -0.004], [0.039, -0.033, 0.016], [-0.067, -0.057, 0.038], [0.034, 0.026, -0.017], [0.116, -0.013, 0.020], [0.038, -0.043, 0.009], [-0.096, -0.066, -0.050], [-0.028, 0.000, 0.002], [0.002, -0.047, 0.021], [-0.006, 0.021, 0.012], [-0.021, 0.041, 0.005], [0.011, -0.012, 0.003], [-0.028, -0.031, -0.032], [-0.165, -0.098, 0.034], [0.017, 0.031, -0.072], [-0.025, 0.028, -0.025], [-0.425, -0.233, 0.000]], "e_homo_ev": [-7.373, -7.402], "gap_ev": [7.3, 7.3], "spin_multiplicity": 6, "total_energy_ev": -55202.2402, "e_above_lowest_kcal_mol": 7.4}

{"formula": "C22H26N2O3", "method": "ωB97M-V/def2-TZVPD", "species": ["C", "O", "C", "C", "C", "C", "C", "C", "C", "C", "C", "C", "C", "C", "N", "C", "C", "O", "C", "N", "C", "C", "O", "C", "C", "C", "C", "H", "H", "H", "H", "H", "H", "H", "H", "H", "H", "H", "H", "H", "H", "H", "H", "H", "H", "H", "H", "H", "H", "H", "H", "H", "H"], "positions_angstrom": [[6.657956, 2.656720, 0.171523], [6.543455, 1.264952, 0.010373], [5.302084, 0.703294, 0.073717], [5.251397, -0.682694, -0.088717], [4.047087, -1.346080, -0.049131], [2.847936, -0.653801, 0.149847], [1.612083, -1.433133, 0.188064], [1.459800, -2.634235, 0.832243], [0.184965, -3.147966, 0.494162], [-0.497724, -4.321022, 0.817065], [-1.722180, -4.553875, 0.235243], [-2.267632, -3.648798, -0.678664], [-1.618981, -2.476867, -1.006008], [-0.399364, -2.208432, -0.392631], [0.464736, -1.151236, -0.530164], [0.228831, 0.002697, -1.350283], [-0.647229, 1.104787, -0.707651], [-0.024406, 1.621756, 0.439450], [-2.061340, 0.626039, -0.332900], [-2.691723, 1.654201, 0.482879], [-3.354431, 2.707440, -0.276594], [-4.724403, 2.270975, -0.812608], [-5.558692, 1.804719, 0.225470], [-4.954219, 0.733789, 0.920378], [-3.602472, 1.157490, 1.504801], [2.909141, 0.723745, 0.324719], [4.118119, 1.398184, 0.285391], [6.301677, 2.979060, 1.155504], [7.720721, 2.877780, 0.084352], [6.111475, 3.198937, -0.607413], [6.176482, -1.214108, -0.248112], [4.021829, -2.416629, -0.187164], [2.178937, -3.092970, 1.481624], [-0.059709, -5.033209, 1.500583], [-2.267935, -5.456528, 0.468272], [-3.215134, -3.877491, -1.144719], [-2.046129, -1.805403, -1.735775], [1.195745, 0.448916, -1.595400], [-0.258767, -0.312312, -2.279211], [-0.729031, 1.907804, -1.463691], [-0.738567, 1.967355, 0.999608], [-1.970722, -0.276545, 0.273384], [-2.623190, 0.386093, -1.243960], [-2.712548, 3.019209, -1.101335], [-3.494384, 3.556459, 0.399678], [-5.245632, 3.115590, -1.265686], [-4.601199, 1.481816, -1.571557], [-5.650454, 0.455446, 1.712590], [-4.817078, -0.124602, 0.243762], [-3.138154, 0.321527, 2.030172], [-3.767076, 1.973968, 2.215555], [2.007619, 1.279751, 0.519550], [4.118424, 2.467422, 0.429417]], "forces_ev_per_angstrom": [[0.008, 0.250, 0.029], [-0.172, -0.381, -0.028], [-0.005, -0.133, -0.013], [0.173, 0.197, 0.053], [-0.023, 0.117, -0.024], [0.184, 0.268, -0.051], [0.041, -0.535, 0.429], [0.123, 0.350, -0.048], [-0.235, 0.211, -0.310], [-0.022, 0.070, -0.040], [-0.052, -0.177, 0.086], [-0.094, 0.050, -0.093], [-0.061, 0.102, -0.135], [-0.099, -0.624, 0.305], [0.074, 0.033, 0.021], [-0.253, 0.642, -0.011], [-0.181, -0.174, -0.292], [0.276, -0.074, 0.118], [0.321, 0.174, -0.009], [0.021, -0.042, 0.089], [-0.284, 0.035, -0.084], [0.279, 0.124, -0.082], [-0.057, 0.097, 0.043], [0.252, -0.079, 0.249], [-0.370, -0.099, -0.027], [-0.024, -0.194, 0.009], [0.327, 0.216, -0.022], [0.003, -0.010, -0.048], [-0.088, 0.035, 0.014], [0.011, -0.023, 0.044], [0.104, -0.071, -0.025], [-0.011, -0.086, -0.038], [0.205, -0.023, 0.108], [0.026, -0.083, 0.064], [-0.029, -0.074, 0.025], [-0.065, 0.002, -0.047], [-0.067, 0.069, -0.033], [-0.133, -0.102, -0.089], [0.101, 0.040, 0.006], [0.001, -0.180, 0.024], [-0.157, -0.007, -0.099], [-0.050, 0.030, -0.061], [-0.002, -0.085, 0.028], [0.006, 0.079, -0.007], [-0.008, 0.043, -0.120], [0.078, -0.048, -0.060], [-0.038, 0.070, 0.030], [0.067, -0.078, -0.031], [-0.038, 0.026, 0.051], [0.001, 0.024, 0.030], [-0.041, -0.096, 0.045], [-0.063, 0.030, 0.013], [0.038, 0.091, 0.015]], "smiles": "COc1ccc(-c2cc3ccccc3n2C[C@H](O)CN2CCOCC2)cc1", "e_homo_ev": -7.452, "gap_ev": 8.1, "total_energy_ev": -32358.1480, "e_above_lowest_kcal_mol": 61.8}

{"formula": "C22H26N2O4", "method": "ωB97M-V/def2-TZVPD", "species": ["C", "O", "C", "C", "C", "C", "C", "C", "N", "C", "C", "C", "O", "N", "C", "C", "O", "C", "C", "C", "C", "C", "C", "C", "C", "C", "O", "C", "H", "H", "H", "H", "H", "H", "H", "H", "H", "H", "H", "H", "H", "H", "H", "H", "H", "H", "H", "H", "H", "H", "H", "H", "H", "H"], "positions_angstrom": [[-3.463561, -3.189152, -0.431280], [-2.271112, -2.906795, -1.122439], [-1.109391, -2.867697, -0.417829], [-0.970284, -3.221686, 0.918481], [0.269304, -3.115898, 1.529780], [1.368871, -2.653914, 0.833606], [1.242417, -2.318739, -0.511447], [2.426434, -1.762346, -1.255203], [2.612202, -0.354779, -0.923478], [1.666334, 0.543787, -1.555011], [1.665238, 1.948452, -0.966980], [0.927450, 2.107570, 0.360138], [0.476569, 3.185142, 0.691887], [0.856839, 1.014318, 1.151527], [0.080130, 1.033717, 2.365850], [-1.104467, 0.047712, 2.286807], [-1.587246, -0.130255, 0.976927], [-2.155333, 0.920741, 0.304155], [-2.327781, 0.721892, -1.065156], [-2.894107, 1.708969, -1.845016], [-3.295957, 2.905440, -1.273093], [-3.140335, 3.095116, 0.086983], [-2.577131, 2.110640, 0.881008], [3.115248, 2.415037, -0.810093], [3.853410, 1.479687, 0.134488], [3.684483, 0.005315, -0.178146], [4.458545, -0.822342, 0.267410], [0.010148, -2.431892, -1.127754], [-3.624720, -2.476928, 0.383724], [-3.468449, -4.209894, -0.035202], [-4.261696, -3.085507, -1.164673], [-1.813241, -3.575111, 1.490455], [0.371355, -3.399743, 2.567702], [2.329411, -2.558490, 1.317198], [2.287331, -1.856950, -2.336638], [3.342096, -2.278061, -0.956428], [1.910666, 0.611876, -2.625861], [0.665651, 0.104107, -1.472264], [1.148279, 2.616831, -1.663209], [1.176847, 0.114696, 0.825843], [-0.262963, 2.064635, 2.481911], [0.706151, 0.767049, 3.223341], [-0.771758, -0.953716, 2.572859], [-1.901278, 0.363408, 2.972278], [-2.019001, -0.220194, -1.490841], [-3.018710, 1.544824, -2.905311], [-3.729476, 3.682163, -1.884407], [-3.455292, 4.021124, 0.543861], [-2.474554, 2.285790, 1.939906], [3.597110, 2.413280, -1.790550], [3.137283, 3.433990, -0.421268], [4.924961, 1.687500, 0.135224], [3.500250, 1.625862, 1.159457], [-0.113177, -2.190579, -2.173242]], "forces_ev_per_angstrom": [[-0.257, -0.043, 0.154], [0.376, 0.101, -0.118], [0.168, -0.032, 0.011], [-0.325, -0.100, -0.141], [0.115, 0.016, -0.034], [0.067, 0.000, 0.124], [-0.142, -0.016, -0.137], [0.207, -0.143, 0.102], [-0.250, -0.262, -0.257], [-0.171, 0.359, -0.215], [0.033, 0.077, -0.100], [0.208, -0.108, -0.378], [-0.016, 0.414, 0.000], [-0.038, -0.358, 0.347], [-0.271, 0.097, 0.012], [0.213, 0.038, 0.269], [-0.297, 0.110, -0.274], [-0.034, -0.061, -0.090], [0.095, -0.094, 0.150], [0.033, -0.008, -0.015], [-0.084, 0.167, -0.029], [-0.045, 0.025, -0.097], [0.084, -0.228, 0.223], [-0.117, 0.025, 0.133], [0.158, 0.083, -0.079], [0.238, 0.340, 0.237], [0.260, -0.141, 0.190], [-0.115, -0.139, 0.060], [0.012, -0.026, -0.012], [0.011, 0.048, -0.006], [0.023, -0.025, 0.088], [-0.110, -0.019, 0.026], [0.000, -0.025, 0.081], [0.149, -0.011, 0.057], [0.006, 0.007, 0.041], [-0.158, 0.045, -0.144], [-0.105, 0.004, 0.086], [0.079, 0.038, -0.028], [0.002, -0.129, 0.112], [0.018, 0.061, -0.158], [0.092, -0.186, 0.078], [-0.108, 0.056, 0.003], [-0.106, 0.181, 0.033], [0.061, -0.045, -0.033], [0.050, -0.155, -0.052], [-0.015, -0.023, -0.089], [-0.039, 0.069, -0.045], [-0.015, 0.082, 0.039], [0.069, -0.005, 0.103], [-0.016, 0.036, -0.030], [0.014, -0.001, -0.075], [-0.064, -0.105, 0.049], [0.059, -0.052, -0.022], [-0.004, 0.060, -0.148]], "smiles": "COc1cccc(CN2C[C@@H](C(=O)NCCOc3ccccc3)CCC2=O)c1", "e_homo_ev": -8.538, "gap_ev": 9.2, "total_energy_ev": -34407.1222, "e_above_lowest_kcal_mol": 38.0}